Density functional theory data (ωB97M-V/def2-TZVPD) for C41H65CsN5O4PSe as an isolated structure at a distorted geometry.

Properties
Kohn-Sham gap = 5.60 eV
LUMO = 3.8 eV
energy relative to the best compared isomer or geometry (same formula, charge and spin) = 44.8 kcal per mole

```
! RIJCOSX wB97M-V def2-TZVPD def2/J DEFGRID3
* xyz -2 1
Cs -0.2249 -0.5734 -1.5360
C 1.8699 4.8413 4.3363
C 2.1469 5.3863 2.9283
C 3.5567 5.9792 2.9227
C 1.1532 6.5211 2.6372
C 1.9800 4.2758 1.8920
C 0.7798 3.5695 1.8112
C 0.5839 2.5744 0.8759
Se -1.0585 1.5673 0.8321
C -0.7385 0.3606 2.3060
C -0.7074 0.8225 3.6054
C -0.4564 -0.0281 4.6818
C -0.2536 -1.3747 4.3798
C -0.2882 -1.8926 3.0916
C -0.5476 -1.0197 1.9811
O -0.6015 -1.4167 0.7656
C -0.0541 -3.3812 2.8215
C 1.1502 -3.5615 1.8841
C -1.3048 -3.9892 2.1683
C 0.2355 -4.1754 4.0975
C -0.4097 0.5300 6.1033
C -0.1332 -0.5544 7.1457
C 0.7015 1.5837 6.2113
C -1.7520 1.1895 6.4527
C 1.5723 2.2403 -0.1052
O 1.3298 1.3645 -1.0031
C 2.8172 2.9498 -0.0003
C 2.9727 3.9251 0.9763
C 3.9417 2.6144 -0.9832
C 4.3180 1.1303 -0.8538
C 3.4793 2.8982 -2.4212
C 5.2091 3.4350 -0.7341
H 2.0114 5.6223 5.0916
H 2.5381 4.0085 4.5636
H 0.8467 4.4737 4.4205
H 3.6303 6.7594 3.6861
H 3.7987 6.4283 1.9573
H 4.3084 5.2176 3.1411
H 1.2340 7.3159 3.3875
H 0.1280 6.1484 2.6408
H 1.3463 6.9506 1.6517
H -0.0359 3.7928 2.4919
H -0.8770 1.8818 3.7726
H -0.0561 -2.0574 5.1947
H 0.9934 -3.0116 0.9587
H 1.2935 -4.6225 1.6507
H 2.0600 -3.1878 2.3621
H -1.5521 -3.4427 1.2610
H -2.1541 -3.9319 2.8553
H -1.1327 -5.0423 1.9181
H 1.1325 -3.8124 4.6057
H 0.3991 -5.2244 3.8339
H -0.5997 -4.1332 4.8016
H 0.8297 -1.0388 6.9702
H -0.9077 -1.3245 7.1372
H -0.1105 -0.1068 8.1438
H 1.6712 1.1377 5.9801
H 0.7425 2.0087 7.2206
H 0.5411 2.3976 5.5045
H -2.5594 0.4557 6.4026
H -1.9887 1.9902 5.7510
H -1.7269 1.6145 7.4624
H 3.9185 4.4476 1.0230
H 3.4423 0.5062 -1.0190
H 4.7087 0.9263 0.1468
H 5.0899 0.8683 -1.5861
H 2.5810 2.3251 -2.6419
H 4.2656 2.6264 -3.1346
H 3.2579 3.9627 -2.5424
H 5.6130 3.2626 0.2668
H 5.0298 4.5069 -0.8524
H 5.9724 3.1405 -1.4603
O -4.6474 0.3501 -1.6504
C -4.8052 0.4027 -3.0524
C -3.8847 1.4105 -3.6936
C -4.2639 2.1662 -4.7973
C -3.3482 3.0429 -5.3488
C -2.0850 3.1414 -4.7843
C -1.7936 2.3419 -3.6908
N -2.6722 1.4974 -3.1594
H -3.7007 0.4546 -1.4731
H -5.8460 0.6672 -3.2521
H -4.5996 -0.5657 -3.5219
H -5.2582 2.0571 -5.2116
H -3.6143 3.6438 -6.2105
H -1.3358 3.8108 -5.1851
H -0.8156 2.3709 -3.2192
N -3.2766 -1.2986 -5.5828
C -2.5177 -1.9202 -4.9679
C -0.4621 -5.6180 -3.3565
N -0.0962 -4.2441 -3.1952
C 1.3226 -4.0730 -3.0567
P -1.0905 -3.0025 -3.9825
O -0.2779 -1.7884 -3.6377
N -2.3955 -3.3323 -2.8962
C -3.6757 -3.8763 -3.2865
C -2.0675 -3.6434 -1.5095
N -0.7337 -3.6781 -5.5870
C -0.2369 -2.6835 -6.5258
C -1.7598 -4.4934 -6.2064
H -0.0753 -6.0587 -4.2953
H -1.5493 -5.7353 -3.3604
H -0.0746 -6.2250 -2.5258
H 1.9027 -4.5282 -3.8818
H 1.6689 -4.5331 -2.1194
H 1.5449 -3.0112 -3.0225
H -3.8905 -3.6743 -4.3333
H -4.4782 -3.4248 -2.6914
H -3.7197 -4.9660 -3.1235
H -1.1248 -3.1843 -1.2239
H -1.9942 -4.7243 -1.3249
H -2.8553 -3.2327 -0.8695
H 0.5209 -2.0678 -6.0456
H -1.0243 -2.0223 -6.9153
H 0.2162 -3.2118 -7.3722
H -2.1308 -5.2481 -5.5108
H -1.3301 -5.0190 -7.0665
H -2.6195 -3.9056 -6.5661
*
```